w | Density functional theory data (the ωB97M-V functional and the def2-TZVPD basis) for C19H29N2O4 as an isolated structure.

The HOMO-LUMO gap comes out at 0.3544 Ha. The charge is +1. For the LUMO energy, the calculation gives -2.2354 eV.

Last column: natural (NBO) charge in e.
Positions of all 54 atoms, in Å:
C 1.68 -5.25 0.90  -0.3768
C 1.48 -4.83 -0.47  -0.1650
C 0.23 -4.04 -1.03  -0.4656
C -0.55 -3.61 0.07  -0.1148
C -1.46 -4.40 0.40  -0.1647
C -2.38 -4.00 1.61  -0.1038
C -2.13 -2.76 2.31  -0.2404
C -1.22 -2.01 1.58  -0.1769
C -0.38 -2.49 0.62  0.2240
O 0.71 -1.53 0.24  -0.5656
C 1.70 -1.81 1.03  -0.1119
C 2.81 -0.80 0.41  0.0718
O 4.27 -0.69 1.05  -0.6984
H 4.44 -1.56 1.02  0.4582
C 2.38 0.74 0.64  -0.1883
N 1.07 0.98 0.29  -0.3778
H 0.71 0.15 0.21  0.4634
C 1.18 1.42 -1.18  -0.1988
H 1.62 0.77 -1.89  0.2428
C -0.33 1.43 -1.75  -0.2153
N -1.11 2.27 -1.18  -0.4590
C -1.62 3.41 -1.49  0.8867
O -1.43 3.77 -2.76  -0.7091
O -2.28 4.22 -0.61  -0.5372
C -2.92 5.39 -1.53  0.0411
C -1.77 6.66 -1.30  -0.5951
H -2.01 7.58 -1.60  0.2102
H -1.49 6.71 -0.31  0.1991
H -0.87 6.31 -1.83  0.2132
H -3.58 5.78 -0.57  0.2044
H -3.25 5.30 -2.36  0.1544
C -1.17 1.95 0.17  -0.2254
H -1.87 2.77 0.81  0.2758
C 0.33 1.98 0.88  -0.2592
H 0.21 1.66 1.96  0.2355
H 0.45 2.96 0.87  0.2470
H -1.69 1.01 0.23  0.2067
H -0.28 1.87 -2.64  0.2700
H -0.75 0.41 -1.85  0.2004
H 1.47 2.30 -1.20  0.1916
H 2.34 1.01 1.99  0.1741
H 3.04 1.40 0.67  0.2263
H 3.07 -0.88 -0.54  0.1807
H 1.84 -1.56 2.11  0.2079
H 2.26 -2.85 0.82  0.2201
H -1.01 -0.82 2.10  0.1892
H -2.84 -2.27 2.93  0.2354
H -3.18 -4.43 1.89  0.1865
H -1.88 -5.42 0.00  0.2568
H -0.24 -4.93 -1.58  0.2546
H 0.71 -3.32 -1.59  0.2297
H 2.17 -5.29 -1.24  0.2166
H 2.45 -5.76 1.00  0.1780
H 1.07 -4.93 1.70  0.1968

x | Density functional theory data (the ωB97M-V functional and the def2-TZVPD basis) for an isolated ion of composition C19H29N2O4 and charge +1.

The HOMO-LUMO gap comes out at 0.3431 Ha. The charge is +1. For the LUMO energy, the calculation gives -2.2347 eV.

Last column: natural (NBO) charge in e.
Positions of all 54 atoms, in Å:
C 4.69 2.16 1.58  -0.4160
C 4.16 2.58 0.44  -0.1652
C 4.31 1.92 -0.90  -0.4657
C 4.92 0.55 -0.82  -0.0821
C 6.25 0.33 -1.12  -0.1797
C 6.81 -0.93 -1.03  -0.2012
C 6.04 -2.01 -0.64  -0.1978
C 4.70 -1.82 -0.34  -0.2753
C 4.15 -0.55 -0.42  0.3447
O 2.79 -0.36 -0.15  -0.5826
C 2.42 -0.50 1.21  -0.0911
C 0.93 -0.85 1.20  0.0593
O 0.69 -1.91 0.30  -0.7295
C 0.10 0.37 0.71  -0.2483
N -1.17 -0.15 0.16  -0.3843
C -1.71 0.61 -0.98  -0.2287
C -2.90 -0.16 -1.58  -0.2427
N -3.89 -0.40 -0.56  -0.4655
C -5.11 0.23 -0.64  0.9023
O -5.40 0.93 -1.58  -0.6317
O -5.86 -0.02 0.43  -0.5227
C -7.21 0.48 0.39  -0.0704
C -8.13 -0.43 -0.40  -0.6377
C -3.40 -1.10 0.59  -0.2359
C -2.21 -0.34 1.20  -0.2325
H 4.56 2.70 2.50  0.2096
H 5.29 1.26 1.63  0.2013
H 3.59 3.50 0.42  0.2024
H 4.93 2.56 -1.53  0.2366
H 3.32 1.86 -1.37  0.2202
H 6.86 1.17 -1.42  0.2218
H 7.86 -1.08 -1.27  0.2270
H 6.47 -3.00 -0.57  0.2264
H 4.09 -2.65 -0.04  0.2144
H 2.99 -1.30 1.69  0.2070
H 2.60 0.43 1.76  0.2102
H 0.61 -1.17 2.19  0.1994
H 1.41 -1.88 -0.36  0.5071
H -0.07 1.09 1.51  0.2341
H 0.66 0.85 -0.10  0.2410
H -0.88 -1.11 -0.17  0.4697
H -0.93 0.73 -1.74  0.2348
H -2.03 1.59 -0.63  0.2284
H -3.37 0.43 -2.37  0.2834
H -2.56 -1.11 -2.00  0.2016
H -7.19 1.49 -0.05  0.2057
H -7.51 0.54 1.44  0.1966
H -8.11 -1.44 0.01  0.2135
H -9.14 -0.05 -0.35  0.2303
H -7.81 -0.46 -1.44  0.2240
H -4.20 -1.19 1.33  0.2708
H -3.07 -2.11 0.30  0.2035
H -1.79 -0.90 2.04  0.2325
H -2.54 0.64 1.54  0.2269

Which of them is the least stable? Correct choice: w.

w | Density functional theory data (the ωB97M-V functional and the def2-TZVPD basis) for one molecule with the formula C21H26N4O3.

The HOMO-LUMO gap comes out at 0.3014 Ha. The charge is 0. For the LUMO energy, the calculation gives -0.2427 eV.

Last column: natural (NBO) charge in e.
Positions of all 54 atoms, in Å:
C -2.93 3.68 5.30  -0.5988
C -2.06 3.21 4.13  -0.3948
C -2.35 4.01 2.86  -0.3865
C -1.42 3.65 1.70  -0.3901
C -1.67 2.25 1.15  -0.4176
C -0.76 1.96 -0.04  -0.0703
O -0.98 0.62 -0.50  -0.5101
C -1.23 0.44 -1.78  0.8470
O -1.29 1.29 -2.63  -0.5894
C -1.50 -1.05 -2.05  -0.4554
C -2.75 -1.38 -1.39  0.3041
N -3.74 -1.59 -0.87  -0.2887
C -0.38 -1.90 -1.49  0.1891
N -0.72 -3.02 -0.92  -0.3697
C 0.22 -3.72 -0.23  0.1552
C -0.11 -4.94 0.37  -0.1983
C 0.83 -5.58 1.14  -0.2149
C 2.10 -5.03 1.33  -0.1939
C 2.44 -3.84 0.75  -0.1963
C 1.51 -3.16 -0.06  0.1090
N 1.87 -2.03 -0.70  -0.4425
C 0.98 -1.43 -1.46  0.3722
N 1.34 -0.27 -2.11  -0.4461
C 2.58 0.36 -1.69  -0.2482
C 3.78 -0.21 -2.45  -0.0878
O 3.60 -0.08 -3.85  -0.5214
C 2.43 -0.73 -4.26  -0.0837
C 1.18 -0.17 -3.56  -0.2392
H -2.71 3.10 6.19  0.2086
H -3.98 3.56 5.06  0.2022
H -2.74 4.73 5.51  0.1997
H -1.01 3.32 4.40  0.1920
H -2.25 2.15 3.96  0.1961
H -2.23 5.07 3.08  0.1999
H -3.38 3.84 2.56  0.1966
H -0.38 3.73 2.03  0.1943
H -1.57 4.37 0.89  0.2026
H -2.71 2.15 0.83  0.2100
H -1.48 1.50 1.92  0.2083
H 0.30 2.02 0.26  0.1838
H -0.94 2.65 -0.86  0.2099
H -1.63 -1.20 -3.13  0.2754
H -1.10 -5.34 0.21  0.2297
H 0.59 -6.53 1.60  0.2179
H 2.81 -5.55 1.95  0.2168
H 3.42 -3.40 0.88  0.2227
H 2.48 1.43 -1.91  0.2038
H 2.70 0.21 -0.62  0.2321
H 3.91 -1.26 -2.18  0.1809
H 4.69 0.35 -2.21  0.1965
H 2.50 -1.81 -4.05  0.1615
H 2.35 -0.58 -5.34  0.1996
H 1.05 0.88 -3.81  0.2209
H 0.31 -0.73 -3.89  0.2049

x | Density functional theory data (the ωB97M-V functional and the def2-TZVPD basis) for one molecule with the formula C21H26N4O3.

The HOMO-LUMO gap comes out at 0.3444 Ha. The charge is 0. For the LUMO energy, the calculation gives 0.5727 eV.

Last column: natural (NBO) charge in e.
Positions of all 54 atoms, in Å:
C 4.01 2.91 -2.15  -0.2526
O 3.16 3.25 -3.22  -0.5366
C 1.80 2.99 -2.99  -0.0622
C 1.15 3.92 -1.96  -0.4366
C -0.33 3.64 -1.79  -0.2190
N -0.54 2.29 -1.31  -0.6505
C -1.47 1.47 -1.83  0.6749
O -2.31 1.83 -2.64  -0.6363
C -1.43 0.04 -1.30  -0.4790
C -0.08 -0.65 -1.56  -0.4525
C 0.88 -0.45 -0.44  0.4450
N 1.54 0.66 -0.24  -0.5227
C 2.29 0.46 0.89  0.0615
C 3.19 1.25 1.59  -0.1562
C 3.76 0.68 2.72  -0.2788
C 3.43 -0.63 3.10  0.0346
N 2.58 -1.40 2.45  -0.4425
C 2.04 -0.85 1.37  0.3115
N 1.14 -1.41 0.50  -0.3596
C 0.54 -2.71 0.67  -0.2381
C -0.93 -2.58 0.95  -0.0807
C -1.89 -3.18 0.15  -0.1984
C -3.24 -3.02 0.40  -0.2643
C -3.66 -2.23 1.46  0.2993
O -4.95 -1.99 1.79  -0.4869
C -5.97 -2.54 0.99  -0.2536
C -2.70 -1.63 2.28  -0.2449
C -1.36 -1.81 2.03  -0.1855
H 5.02 2.90 -2.55  0.1911
H 3.76 1.92 -1.75  0.1713
H 3.95 3.65 -1.34  0.1581
H 1.31 3.12 -3.96  0.1867
H 1.67 1.95 -2.66  0.1685
H 1.65 3.79 -1.00  0.1953
H 1.29 4.96 -2.28  0.2162
H -0.76 4.35 -1.07  0.1920
H -0.87 3.74 -2.73  0.2237
H 0.20 1.89 -0.74  0.4289
H -1.66 0.04 -0.24  0.2295
H -2.22 -0.51 -1.82  0.2380
H 0.36 -0.25 -2.48  0.2441
H -0.24 -1.72 -1.70  0.2258
H 3.43 2.25 1.28  0.2238
H 4.46 1.23 3.31  0.2220
H 3.87 -1.07 3.98  0.1950
H 1.06 -3.17 1.51  0.2522
H 0.71 -3.31 -0.23  0.2114
H -1.58 -3.80 -0.69  0.2101
H -3.95 -3.50 -0.25  0.2163
H -6.91 -2.21 1.43  0.2039
H -5.91 -2.18 -0.04  0.1799
H -5.94 -3.64 1.00  0.1761
H -3.04 -1.03 3.11  0.2291
H -0.62 -1.34 2.67  0.2216

Which of them is the least stable? Correct choice: w.

w | Density functional theory data (the ωB97M-V functional and the def2-TZVPD basis) for C21H26N4O3 as an isolated structure.

The HOMO-LUMO gap comes out at 0.3129 Ha. The charge is 0. For the LUMO energy, the calculation gives 0.3754 eV.

Last column: natural (NBO) charge in e.
Positions of all 54 atoms, in Å:
C -1.40 -3.45 -0.14  -0.6012
H -0.75 -3.86 -1.07  0.1826
H -0.94 -3.87 0.65  0.2163
H -2.45 -3.69 -0.38  0.2258
C -1.20 -2.12 -0.26  -0.3547
C 0.18 -1.73 0.12  -0.1363
C 1.00 -1.67 -0.86  0.0438
N 2.37 -1.36 -1.05  -0.4324
C 2.89 -1.26 0.18  0.1737
C 2.22 -1.39 1.43  -0.2567
C 0.75 -1.33 1.35  -0.1016
H 0.09 -1.49 2.11  0.2032
H 2.67 -1.42 2.29  0.2003
C 4.47 -1.02 0.37  -0.2434
N 4.94 0.15 -0.29  -0.4421
C 4.78 0.28 -1.48  -0.3299
H 5.41 -0.69 -2.02  0.1828
H 3.78 0.27 -1.89  0.1864
H 5.44 1.35 -1.95  0.1484
C 4.42 1.35 0.68  -0.2275
C 2.95 1.60 0.29  0.5606
N 2.25 1.95 -0.57  -0.5486
C 1.07 2.16 -0.26  0.3380
N 0.87 1.98 1.15  -0.1676
O 2.18 1.81 1.20  -0.2870
C 0.10 2.43 -1.30  -0.4346
C -1.28 1.49 -1.12  -0.0409
C -1.91 1.30 -2.24  -0.1740
C -3.25 0.49 -1.93  -0.2135
C -3.73 0.36 -0.71  0.2058
C -3.07 1.03 0.28  0.2523
C -1.90 1.53 0.01  -0.2880
H -1.30 2.01 0.99  0.2452
O -3.66 0.63 1.56  -0.5119
C -2.97 1.19 2.70  -0.2232
H -1.90 1.01 2.82  0.1868
H -3.52 0.99 3.39  0.1597
H -2.84 2.37 2.92  0.1597
O -4.98 -0.21 -0.78  -0.5072
C -5.85 -0.27 0.46  -0.2120
H -5.91 0.49 0.97  0.1588
H -5.38 -0.94 1.36  0.1733
H -6.75 -0.94 0.07  0.2041
H -3.76 -0.03 -2.85  0.2271
H -1.63 1.27 -3.27  0.2240
H -0.01 3.42 -1.20  0.2222
H 0.50 2.13 -2.25  0.2337
H 5.15 2.04 0.27  0.2326
H 4.66 1.25 1.53  0.1787
H 4.65 -1.15 1.42  0.2021
H 4.94 -1.84 -0.32  0.2047
H 0.73 -1.55 -2.09  0.1909
H -1.40 -1.39 -1.11  0.2603
H -1.72 -1.64 0.84  0.1500

x | Density functional theory data (the ωB97M-V functional and the def2-TZVPD basis) for one molecule with the formula C21H26N4O3.

The HOMO-LUMO gap comes out at 0.3401 Ha. The charge is 0. For the LUMO energy, the calculation gives 0.6702 eV.

Last column: natural (NBO) charge in e.
Positions of all 54 atoms, in Å:
O -3.14 -0.46 -1.46  -0.6467
C -2.59 0.56 -1.09  0.6905
C -1.62 1.33 -1.97  -0.5282
C -0.18 1.36 -1.36  -0.1422
C -0.01 2.71 -0.68  0.7024
O -0.67 3.01 0.30  -0.6643
N 0.82 3.59 -1.26  -0.5961
C 1.68 3.32 -2.39  -0.2099
C 1.12 2.16 -3.20  -0.2218
N 0.90 1.08 -2.27  -0.4495
C 0.89 -0.27 -2.83  -0.2217
C 0.98 -1.29 -1.73  -0.0588
C 2.12 -1.34 -0.93  -0.1547
C 2.23 -2.27 0.09  -0.2209
C 1.19 -3.17 0.31  -0.2156
C 0.05 -3.12 -0.47  -0.2035
C -0.05 -2.18 -1.48  -0.2258
N -2.76 1.12 0.12  -0.6469
C -3.55 0.51 1.16  -0.2251
C -2.68 -0.10 2.26  -0.4336
C -1.90 -1.30 1.73  -0.0697
O -1.01 -1.86 2.67  -0.4944
C 0.23 -1.32 2.82  0.2774
C 1.11 -2.02 3.65  -0.2149
C 2.40 -1.55 3.81  -0.2452
C 2.77 -0.39 3.15  -0.0059
N 1.94 0.29 2.38  -0.4013
C 0.70 -0.15 2.22  -0.0601
H -1.59 0.84 -2.95  0.2346
H -1.99 2.35 -2.11  0.2307
H -0.13 0.59 -0.57  0.2482
H 0.94 4.46 -0.77  0.4094
H 2.69 3.06 -2.03  0.1960
H 1.75 4.23 -3.00  0.2015
H 0.20 2.47 -3.72  0.1733
H 1.85 1.86 -3.95  0.2145
H 1.78 -0.35 -3.47  0.2088
H 0.01 -0.47 -3.45  0.1773
H 2.92 -0.63 -1.10  0.2092
H 3.11 -2.30 0.70  0.2168
H 1.28 -3.90 1.10  0.2156
H -0.76 -3.81 -0.29  0.2158
H -0.96 -2.13 -2.08  0.2306
H -2.17 1.91 0.38  0.4357
H -4.21 1.27 1.60  0.2014
H -4.16 -0.26 0.69  0.2263
H -1.98 0.66 2.63  0.2083
H -3.30 -0.41 3.10  0.2132
H -2.60 -2.11 1.50  0.1977
H -1.37 -1.04 0.81  0.1881
H 0.77 -2.92 4.13  0.2244
H 3.10 -2.08 4.44  0.2189
H 3.77 0.01 3.23  0.1898
H 0.08 0.47 1.60  0.2003

Which of them is the least stable? Correct choice: w.